Model 1:
Density functional theory data (the ωB97M-V functional and the def2-TZVPD basis) for an isolated molecule of C6H13N.

The value obtained for the HOMO energy is -0.25365 hartree. The value obtained for the gap between HOMO and LUMO is 7.88 eV. The structure (SMILES) is CCC/C=C(/C)N.

```
! wB97M-V def2-TZVPD RIJCOSX def2/J DEFGRID3
* xyz 0 1
C -1.364 -0.907 2.338
C -1.459 0.542 1.767
C -1.051 0.600 0.284
C 0.391 0.265 0.084
C 0.985 -0.009 -1.115
C 2.175 0.772 -1.587
N 0.548 -1.122 -1.851
H -0.359 -1.359 2.334
H -1.840 -0.845 3.322
H -1.849 -1.588 1.643
H -2.482 0.859 1.961
H -0.688 1.112 2.304
H -1.033 1.663 -0.023
H -1.714 0.073 -0.419
H 0.804 0.084 1.090
H 1.831 1.779 -1.850
H 2.668 0.401 -2.486
H 2.983 0.804 -0.846
H -0.345 -1.555 -1.628
H 0.355 -0.943 -2.843
*
```

natural (NBO) population analysis, charges in e, atoms 1 to 5: -0.62 -0.39 -0.43 -0.36 0.21



Model 2:
Density functional theory data (the ωB97M-V functional and the def2-TZVPD basis) for an isolated molecule of C6H13N.

The value obtained for the HOMO energy is -0.26343 hartree. The value obtained for the gap between HOMO and LUMO is 8.12 eV. The structure (SMILES) is CC/C(C)=C(/C)N.

```
! wB97M-V def2-TZVPD RIJCOSX def2/J DEFGRID3
* xyz 0 1
C -0.400 1.928 -1.642
C 0.525 1.335 -0.588
C -0.075 0.159 0.173
C -0.923 0.570 1.359
C 0.350 -1.166 0.208
C -0.520 -2.389 0.230
N 1.776 -1.302 -0.079
H -1.368 1.442 -1.538
H 0.125 1.813 -2.596
H -0.335 3.049 -1.582
H 1.570 1.139 -0.837
H 0.743 2.114 0.231
H -1.984 0.761 1.142
H -1.050 -0.289 2.007
H -0.580 1.401 2.066
H -0.710 -2.584 -0.827
H -0.015 -3.124 0.851
H -1.463 -2.063 0.672
H 2.224 -0.589 0.504
H 2.110 -2.207 0.245
*
```

natural (NBO) population analysis, charges in e, atoms 1 to 5: -0.62 -0.43 -0.12 -0.64 0.23



Quick look at relative energies in kJ/mol: model 1 33.1; model 2 0.0.



Model 1:
Density functional theory data (the ωB97M-V functional and the def2-TZVPD basis) for a structure of composition C6H13N.

The value obtained for the HOMO energy is -0.29356 hartree. The value obtained for the gap between HOMO and LUMO is 8.94 eV.

```
! wB97M-V def2-TZVPD RIJCOSX def2/J DEFGRID3
* xyz 0 1
C 0.496 -0.016 0.136
C 0.654 1.194 -0.755
C 0.949 0.193 1.560
C 1.727 -1.449 -0.623
N -0.500 -0.908 -0.041
C -1.956 0.136 0.446
C -2.948 0.404 -0.388
H -0.708 -1.152 -1.003
H -2.042 0.253 1.520
H 1.698 1.507 -0.775
H 2.017 0.413 1.577
H 0.318 0.983 -1.769
H 0.071 2.023 -0.353
H 0.762 -0.696 2.157
H 0.418 1.036 2.001
H 1.389 -1.833 -1.580
H 1.810 -2.205 0.148
H 2.627 -0.855 -0.747
H -2.844 0.272 -1.462
H -3.938 0.698 -0.048
*
```

natural (NBO) population analysis, charges in e, atoms 1 to 5: 0.28 -0.67 -0.66 -0.63 -0.62



Model 2:
Density functional theory data (the ωB97M-V functional and the def2-TZVPD basis) for an isolated molecule of C6H13N.

The value obtained for the HOMO energy is -0.32272 hartree. The value obtained for the gap between HOMO and LUMO is 9.89 eV. The structure (SMILES) is C[C@H]1N(C)C1(C)C.

```
! wB97M-V def2-TZVPD RIJCOSX def2/J DEFGRID3
* xyz 0 1
C -0.097 -2.093 1.033
C 0.350 -0.680 0.706
N 0.589 -0.405 -0.700
C 1.825 0.250 -1.080
C -0.442 0.371 -0.017
C -0.201 1.855 0.245
C -1.869 0.133 -0.465
H 0.784 -2.745 1.103
H -0.636 -2.165 1.984
H -0.730 -2.500 0.239
H 1.082 -0.279 1.415
H 1.764 0.542 -2.133
H 2.053 1.147 -0.490
H 2.660 -0.447 -0.962
H -0.942 2.245 0.949
H 0.785 2.112 0.641
H -0.324 2.406 -0.699
H -2.033 -0.889 -0.815
H -2.116 0.816 -1.287
H -2.563 0.342 0.359
*
```

natural (NBO) population analysis, charges in e, atoms 1 to 5: -0.62 -0.08 -0.42 -0.41 0.09



Quick look at relative energies in kJ/mol: model 1 320.8; model 2 0.0.



Model 1:
Density functional theory data (the ωB97M-V functional and the def2-TZVPD basis) for an isolated molecule of C6H13N.

The value obtained for the HOMO energy is -0.28889 hartree. The value obtained for the gap between HOMO and LUMO is 8.96 eV. The structure (SMILES) is CCN1CCCC1.

```
! wB97M-V def2-TZVPD RIJCOSX def2/J DEFGRID3
* xyz 0 1
C -0.791 -2.328 -1.035
C -1.117 -0.865 -0.588
N -0.413 -0.319 0.550
C -0.819 1.040 0.800
C 0.339 2.096 0.354
C 1.505 1.148 0.096
C 1.059 -0.342 0.725
H -0.877 -2.983 -0.096
H 0.300 -2.402 -1.366
H -1.479 -2.544 -1.772
H -0.670 -0.323 -1.384
H -2.279 -0.705 -0.587
H -0.965 1.038 1.899
H -1.805 1.353 0.296
H 0.612 2.790 1.197
H 0.265 2.582 -0.617
H 2.443 1.353 0.624
H 1.827 0.814 -0.946
H 1.501 -0.301 1.705
H 1.366 -1.102 0.144
*
```

natural (NBO) population analysis, charges in e, atoms 1 to 5: -0.61 -0.20 -0.47 -0.22 -0.46



Model 2:
Density functional theory data (the ωB97M-V functional and the def2-TZVPD basis) for a cluster of 2 separate species, C6H13N in total.

The value obtained for the HOMO energy is -0.31329 hartree. The value obtained for the gap between HOMO and LUMO is 8.58 eV.

```
! wB97M-V def2-TZVPD RIJCOSX def2/J DEFGRID3
* xyz 0 1
C -0.809 -1.805 -1.949
C -0.214 -1.708 -0.605
N 1.175 0.895 0.064
C 2.157 0.957 1.127
C -0.051 0.677 0.351
C -0.594 0.298 1.713
C -1.046 1.031 -0.736
H -0.226 -1.529 -2.838
H -0.887 -2.915 -1.945
H -1.837 -1.434 -2.023
H 0.884 -1.803 -0.730
H 2.282 2.021 1.368
H 1.896 0.437 2.058
H 3.127 0.593 0.776
H -1.580 -0.160 1.617
H 0.052 -0.433 2.208
H -0.669 1.182 2.358
H -0.671 0.735 -1.718
H -1.134 2.123 -0.751
H -2.036 0.599 -0.570
*
```

natural (NBO) population analysis, charges in e, atoms 1 to 5: -0.79 -0.03 -0.44 -0.44 0.32



Model 3:
Density functional theory data (the ωB97M-V functional and the def2-TZVPD basis) for an isolated molecule of C6H13N.

The value obtained for the HOMO energy is -0.31154 hartree. The value obtained for the gap between HOMO and LUMO is 9.33 eV. The structure (SMILES) is C/C=C(\C)CCN.

```
! wB97M-V def2-TZVPD RIJCOSX def2/J DEFGRID3
* xyz 0 1
C 2.250 -1.242 -0.734
C 0.915 -0.635 -1.291
C 0.216 0.235 -0.533
C 1.037 1.361 0.229
C -1.279 0.573 -0.539
C -2.129 -0.330 0.366
N -1.736 -0.320 1.863
H 2.109 -1.883 0.241
H 2.801 -1.872 -1.491
H 2.956 -0.386 -0.546
H 0.379 -1.056 -2.279
H 1.071 2.377 -0.115
H 0.399 1.566 1.171
H 2.022 0.903 0.586
H -1.345 1.431 0.139
H -1.641 0.673 -1.594
H -3.184 0.051 0.334
H -2.123 -1.356 -0.143
H -0.761 -0.609 1.909
H -1.957 0.519 2.429
*
```

natural (NBO) population analysis, charges in e, atoms 1 to 5: -0.66 -0.20 0.02 -0.66 -0.47



Quick look at relative energies in kJ/mol: model 1 0.0; model 2 223.3; model 3 45.0.



Model 1:
Density functional theory data (the ωB97M-V functional and the def2-TZVPD basis) for an isolated molecule of C6H13N.

The value obtained for the HOMO energy is -0.30621 hartree. The value obtained for the gap between HOMO and LUMO is 9.52 eV. The structure (SMILES) is CCN1CCCC1.

```
! wB97M-V def2-TZVPD RIJCOSX def2/J DEFGRID3
* xyz 0 1
C 2.210 -1.138 -1.105
C 1.545 -0.492 0.096
N 0.324 0.262 -0.249
C -0.838 -0.639 -0.445
C -2.063 0.239 -0.132
C -1.540 1.280 0.883
C -0.028 1.276 0.727
H 3.101 -0.626 -1.467
H 1.494 -1.227 -1.923
H 2.550 -2.165 -0.941
H 1.293 -1.282 0.822
H 2.141 0.247 0.631
H -0.818 -1.451 0.293
H -0.824 -1.052 -1.448
H -2.661 0.592 -0.969
H -2.809 -0.349 0.419
H -1.809 0.950 1.885
H -2.050 2.234 0.747
H 0.423 2.225 0.427
H 0.359 1.117 1.749
*
```

natural (NBO) population analysis, charges in e, atoms 1 to 5: -0.63 -0.22 -0.43 -0.23 -0.41



Model 2:
Density functional theory data (the ωB97M-V functional and the def2-TZVPD basis) for an isolated molecule of C6H13N.

The value obtained for the HOMO energy is -0.31830 hartree. The value obtained for the gap between HOMO and LUMO is 9.91 eV. The structure (SMILES) is C[C@H]1CCCN1C.

```
! wB97M-V def2-TZVPD RIJCOSX def2/J DEFGRID3
* xyz 0 1
C 1.089 1.377 1.064
C 0.474 0.653 -0.048
C 1.413 -0.515 -0.648
C 0.406 -1.696 -0.979
C -0.926 -1.024 -0.763
N -0.680 -0.280 0.456
C -1.815 0.566 0.848
H 1.465 1.040 2.030
H 0.484 2.234 1.360
H 2.069 1.696 0.673
H -0.079 1.284 -0.750
H 2.087 -0.991 0.068
H 1.827 -0.055 -1.551
H 0.390 -2.023 -2.023
H 0.696 -2.542 -0.340
H -1.746 -1.719 -0.566
H -0.888 -0.294 -1.567
H -2.142 1.059 -0.093
H -1.486 1.296 1.637
H -2.636 -0.066 1.193
*
```

natural (NBO) population analysis, charges in e, atoms 1 to 5: -0.65 -0.06 -0.42 -0.39 -0.25



Quick look at relative energies in kJ/mol: model 1 0.0; model 2 95.3.



Model 1:
Density functional theory data (the ωB97M-V functional and the def2-TZVPD basis) for an isolated molecule of C6H13N.

The value obtained for the HOMO energy is -0.32915 hartree. The value obtained for the gap between HOMO and LUMO is 10.00 eV. The structure (SMILES) is C=C(C)CCCN.

```
! wB97M-V def2-TZVPD RIJCOSX def2/J DEFGRID3
* xyz 0 1
C -0.148 1.323 2.038
C 0.079 1.465 0.740
C 1.097 2.435 0.239
C -0.612 0.562 -0.284
C 0.018 -0.852 -0.209
C -0.884 -1.869 -0.893
N -0.260 -3.155 -1.281
H -1.020 0.759 2.360
H 0.470 1.712 2.836
H 2.140 2.104 0.324
H 1.122 3.438 0.664
H 1.010 2.543 -0.838
H -1.684 0.611 -0.096
H -0.324 0.931 -1.265
H 0.374 -1.212 0.754
H 0.954 -0.710 -0.775
H -1.678 -2.074 -0.168
H -1.330 -1.511 -1.822
H 0.141 -3.605 -0.465
H 0.535 -2.895 -1.863
*
```

natural (NBO) population analysis, charges in e, atoms 1 to 5: -0.42 0.03 -0.66 -0.43 -0.41



Model 2:
Density functional theory data (the ωB97M-V functional and the def2-TZVPD basis) for an isolated molecule of C6H13N.

The value obtained for the HOMO energy is -0.29880 hartree. The value obtained for the gap between HOMO and LUMO is 9.28 eV. The structure (SMILES) is CCN1CCCC1.

```
! wB97M-V def2-TZVPD RIJCOSX def2/J DEFGRID3
* xyz 0 1
C -0.075 0.968 -2.542
C -0.187 -0.115 -1.511
N 0.487 0.134 -0.244
C -0.334 1.013 0.637
C -0.922 0.046 1.667
C 0.105 -1.090 1.783
C 0.997 -1.009 0.484
H -0.638 0.709 -3.432
H -0.305 1.977 -2.206
H 0.958 1.034 -2.906
H 0.329 -0.987 -1.928
H -1.268 -0.385 -1.453
H 0.442 1.683 1.018
H -1.033 1.680 0.132
H -1.152 0.675 2.543
H -1.893 -0.385 1.403
H 0.591 -0.836 2.725
H -0.304 -2.094 1.751
H 2.055 -1.017 0.748
H 0.750 -1.944 -0.023
*
```

natural (NBO) population analysis, charges in e, atoms 1 to 5: -0.61 -0.21 -0.46 -0.23 -0.43



Model 3:
Density functional theory data (the ωB97M-V functional and the def2-TZVPD basis) for a cluster of 2 separate species, C6H13N in total.

The value obtained for the HOMO energy is -0.29821 hartree. The value obtained for the gap between HOMO and LUMO is 9.16 eV. The structure (SMILES) is CCC1=CN1.CC.

```
! wB97M-V def2-TZVPD RIJCOSX def2/J DEFGRID3
* xyz 0 1
C 1.772 1.259 0.981
C 1.775 0.246 -0.169
C 1.262 -1.045 0.294
C 1.422 -2.198 0.857
N -0.004 -1.541 0.864
H 2.451 0.938 1.768
H 2.087 2.237 0.620
H 0.773 1.345 1.401
H 1.147 0.618 -0.982
H 2.789 0.111 -0.554
H 1.740 -3.195 1.025
H -0.575 -2.053 0.182
C -2.381 0.157 -0.139
C -1.801 0.690 -1.434
H -1.548 -0.286 0.495
H -2.930 0.925 0.398
H -3.057 -0.673 -0.332
H -1.247 1.611 -1.260
H -2.585 0.887 -2.163
H -1.091 -0.031 -1.853
*
```

natural (NBO) population analysis, charges in e, atoms 1 to 5: -0.59 -0.46 0.17 -0.10 -0.66



Model 4:
Density functional theory data (the ωB97M-V functional and the def2-TZVPD basis) for an isolated molecule of C6H13N.

The value obtained for the HOMO energy is -0.28711 hartree. The value obtained for the gap between HOMO and LUMO is 8.87 eV. The structure (SMILES) is CCC/C(C)=C/N.

```
! wB97M-V def2-TZVPD RIJCOSX def2/J DEFGRID3
* xyz 0 1
C -2.971 0.895 -0.708
C -1.784 0.247 -0.022
C -0.454 0.533 -0.752
C 0.716 0.063 0.053
C 1.333 1.015 1.037
C 1.223 -1.139 -0.211
N 2.152 -1.823 0.602
H -2.802 1.948 -0.925
H -3.128 0.383 -1.659
H -3.902 0.722 -0.167
H -1.860 -0.840 0.013
H -1.669 0.521 1.032
H -0.486 -0.075 -1.666
H -0.384 1.583 -1.056
H 1.960 1.781 0.578
H 1.918 0.471 1.786
H 0.580 1.473 1.681
H 1.025 -1.646 -1.147
H 2.838 -1.176 0.970
H 2.644 -2.630 0.250
*
```

natural (NBO) population analysis, charges in e, atoms 1 to 5: -0.61 -0.39 -0.40 -0.08 -0.65



Quick look at relative energies in kJ/mol: model 1 47.8; model 2 40.1; model 3 297.5; model 4 0.0.